Molecular formula: C8H31BO9
Method: DFT, the ωB97M-V functional and the def2-TZVPD basis

```
49
C8H31BO9, DFT the ωB97M-V functional and the def2-TZVPD basis
O -0.890 -2.975 -1.361
H -1.832 -3.088 -1.548
H -0.478 -2.535 -2.188
H -0.745 -2.417 -0.487
B -0.321 -1.375 0.928
H -1.434 -1.841 0.851
H -0.294 -0.391 0.241
H -0.227 -1.095 2.091
H 0.559 -2.145 0.670
C -1.880 3.356 -2.259
C -1.235 2.728 -1.071
O -1.622 1.385 -0.944
O -3.254 3.623 -2.033
H -1.761 2.870 -3.235
H -1.377 4.319 -2.405
H -1.506 3.315 -0.184
H -0.138 2.832 -1.090
H -1.510 1.000 -0.069
H -3.659 2.791 -1.760
C 1.510 -0.466 -2.913
C 0.544 -0.657 -4.035
O -0.415 -1.662 -3.566
O 2.317 -1.615 -2.837
H 0.900 -0.323 -2.013
H 2.096 0.445 -3.087
H 1.043 -1.086 -4.905
H -0.039 0.233 -4.265
H -1.044 -1.884 -4.259
H 2.764 -1.600 -1.960
C -3.062 0.512 3.162
C -1.909 1.491 3.134
O -0.723 1.001 3.735
O -3.070 -0.385 2.055
H -4.049 0.974 3.181
H -2.976 -0.099 4.071
H -2.167 2.448 3.588
H -1.676 1.703 2.079
H -0.347 0.364 3.116
H -2.183 -0.638 1.754
C 3.320 -0.272 1.533
C 4.408 -0.817 2.439
O 3.841 -1.805 3.314
O 2.844 -1.318 0.681
H 3.703 0.575 0.958
H 2.504 0.019 2.199
H 4.808 -0.066 3.115
H 5.178 -1.355 1.878
H 3.565 -2.565 2.793
H 1.916 -1.508 0.909
```

## Properties
calculated total energy = -1025.23291 Ha
E_LUMO = -0.415 eV
F_max = 0.0287 hartree/bohr
HOMO energy = -9.66 eV
Kohn-Sham gap = 9.241 eV

Results of the Mulliken charge analysis, in e, for atoms 1 through 4:
1 O -0.50
2 H 0.46
3 H 0.52
4 H 0.24



Molecular formula: C6H4O
Method: DFT, the ωB97M-V functional and the def2-TZVPD basis

```
11
C6H4O, DFT the ωB97M-V functional and the def2-TZVPD basis
C 0.299 2.309 1.061
C 0.402 0.926 0.606
C 0.488 -0.221 0.239
C 0.576 -1.603 -0.195
O 1.463 -2.353 0.153
C -0.498 -2.028 -1.088
C -1.387 -2.371 -1.827
H 0.849 2.973 0.386
H 0.725 2.413 2.063
H -0.745 2.634 1.087
H -2.171 -2.679 -2.483
```

## Properties
calculated total energy = -306.12773 Ha
SMILES string = C#CC(=O)C#CC
E_LUMO = -0.271 eV
F_max = 0.0128 hartree/bohr
HOMO energy = -10.23 eV
Kohn-Sham gap = 9.955 eV

Results of the Mulliken charge analysis, in e, for atoms 1 through 4:
1 C -1.27
2 C 1.12
3 C -0.22
4 C -0.38



Molecular formula: C6H13N4O
Method: DFT, the ωB97M-V functional and the def2-TZVPD basis

```
24
C6H13N4O, DFT the ωB97M-V functional and the def2-TZVPD basis
C -0.281 1.949 -0.648
C 0.044 1.103 -3.149
C 0.561 -2.079 1.639
C 1.110 -0.658 1.216
C 0.147 0.011 -2.115
C -1.273 -0.729 1.180
N -0.039 1.334 -1.711
N -0.833 -2.072 1.199
N -0.072 -0.066 0.544
N -0.082 1.261 0.464
O 0.351 2.047 1.619
H -0.343 3.029 -0.428
H 0.990 1.567 -3.704
H -0.864 1.143 -3.648
H 1.094 -2.743 0.998
H 0.414 -2.413 2.611
H 1.340 0.048 2.193
H 1.958 -0.461 0.578
H -0.683 -0.664 -2.216
H 1.031 -0.417 -1.923
H -2.137 -0.513 0.500
H -1.328 -0.396 2.227
H -0.814 -2.284 0.171
H -0.291 2.004 2.402
```

## Properties
calculated total energy = -530.07649 Ha
E_LUMO (alpha / beta) = -2.880 / -7.187 eV
F_max = 0.1583 hartree/bohr
HOMO energy (alpha / beta) = -9.64 / -13.90 eV
charge = +1
Kohn-Sham gap (alpha / beta) = 6.757 / 6.710 eV
spin multiplicity = 3

Results of the Mulliken charge analysis, in e, for atoms 1 through 4:
1 C -0.42
2 C -0.24
3 C -0.53
4 C -0.54



Molecular formula: C19H28IN11O3Pt
Method: DFT, the ωB97M-V functional and the def2-TZVPD basis

```
63
C19H28IN11O3Pt, DFT the ωB97M-V functional and the def2-TZVPD basis
Pt -0.029 -0.077 0.166
N 0.332 -0.079 2.619
N 1.712 -0.073 2.861
C 2.626 -0.120 1.851
N 3.895 -0.156 2.203
N 2.125 -0.097 0.608
N 3.030 0.034 -0.468
O 4.212 -0.161 -0.287
O 2.527 0.447 -1.479
H -0.092 0.664 3.169
H -0.057 -0.965 2.935
H 2.024 -0.164 3.818
H 4.179 -0.122 3.171
H 4.603 -0.218 1.483
O -0.231 -0.252 -2.079
C -1.163 -0.130 -2.918
C -0.819 -0.100 -4.319
C -1.780 0.025 -5.277
C -3.131 0.116 -4.889
C -3.502 0.087 -3.532
C -2.565 -0.027 -2.536
C -2.961 -0.086 -1.124
N -2.176 -0.146 -0.048
C -3.008 -0.194 1.061
C -4.300 -0.165 0.654
N -4.249 -0.097 -0.713
H 0.233 -0.178 -4.564
H -1.517 0.052 -6.326
H -3.901 0.205 -5.644
H -4.558 0.157 -3.305
H -2.628 -0.245 2.066
H -5.227 -0.185 1.202
H -5.062 -0.069 -1.311
C 1.242 4.514 0.481
C 1.215 2.971 0.604
N -0.009 2.403 -0.005
C -1.197 3.001 0.642
C -1.217 4.540 0.465
N 0.022 4.929 -0.290
C 0.028 4.285 -1.649
C -0.027 2.752 -1.447
H 2.113 4.872 -0.064
H 1.207 5.017 1.445
H 1.251 2.678 1.653
H 2.073 2.546 0.093
H -1.186 2.744 1.700
H -2.087 2.561 0.198
H -1.202 5.072 1.414
H -2.073 4.886 -0.110
H 0.034 5.944 -0.406
H 0.933 4.609 -2.159
H -0.831 4.669 -2.194
H 0.819 2.266 -1.927
H -0.940 2.348 -1.879
I 1.831 -6.284 -0.757
C 0.736 -4.676 -0.439
C -0.670 -4.604 -0.487
N -0.972 -3.347 -0.236
N 0.125 -2.551 -0.019
C 1.161 -3.340 -0.138
H -1.414 -5.364 -0.683
H -1.894 -2.932 -0.196
H 2.170 -2.968 -0.039
```

## Properties
calculated total energy = -1984.24011 Ha
E_LUMO (alpha / beta) = -9.839 / -14.319 eV
F_max = 0.0227 hartree/bohr
HOMO energy (alpha / beta) = -18.82 / -19.31 eV
charge = +4
Kohn-Sham gap (alpha / beta) = 8.978 / 4.991 eV
spin multiplicity = 5

Results of the Mulliken charge analysis, in e, for atoms 1 through 4:
1 Pt 2.96
2 N -0.66
3 N -0.31
4 C 0.67



Molecular formula: C37H31BCo2F6O8
Method: DFT, the ωB97M-V functional and the def2-TZVPD basis

```
85
C37H31BCo2F6O8, DFT the ωB97M-V functional and the def2-TZVPD basis
O 5.737 4.246 -5.643
C 4.906 3.626 -5.140
Co 3.536 2.773 -4.411
C 2.804 4.298 -3.927
O 2.316 5.303 -3.634
C 2.519 2.448 -5.779
O 1.803 2.319 -6.687
C 3.049 1.777 -2.707
C 2.015 0.892 -2.645
C 0.619 1.056 -2.197
C -0.377 0.827 -3.326
C -1.489 1.683 -3.382
C -2.563 1.363 -4.200
C -2.446 0.286 -5.085
C -1.281 -0.484 -5.114
C -0.256 -0.242 -4.198
Co 3.321 0.343 -3.723
C 4.953 0.684 -4.415
O 6.035 0.537 -4.796
C 2.829 -0.229 -5.340
O 2.617 -0.664 -6.385
C 3.521 -1.167 -2.891
O 3.561 -2.151 -2.267
H 3.587 2.234 -1.871
H 0.503 2.125 -1.991
H -1.530 2.594 -2.779
H -3.492 1.932 -4.131
H -3.286 0.033 -5.731
H -1.185 -1.304 -5.829
H 0.643 -0.868 -4.179
C 3.004 -0.171 2.737
C 1.765 -0.423 3.587
C 2.092 -1.376 4.723
C 1.009 0.930 4.023
C 0.067 0.768 5.234
C 1.878 2.150 4.202
O 0.138 1.157 2.895
B -0.239 -0.176 2.711
C -1.713 -0.563 2.662
C -2.703 0.431 2.721
C -4.022 0.067 2.932
C -5.034 1.175 3.049
F -6.305 0.761 2.786
F -5.045 1.734 4.305
F -4.748 2.191 2.174
C -4.403 -1.265 3.056
C -3.421 -2.240 2.900
C -3.778 -3.698 3.001
F -2.733 -4.450 3.467
F -4.840 -3.938 3.819
F -4.101 -4.204 1.763
C -2.099 -1.911 2.638
C 0.148 0.350 -0.937
C -0.980 1.194 -0.311
C -0.293 -1.134 -0.937
C 0.650 -2.105 -0.587
C 0.329 -3.457 -0.568
C -0.975 -3.865 -0.820
C -1.970 -2.895 -0.947
C -1.641 -1.541 -0.992
O 0.788 -1.100 2.752
H 3.810 0.242 3.359
H 3.341 -1.126 2.312
H 2.780 0.515 1.907
H 2.795 -0.920 5.426
H 1.193 -1.675 5.277
H 2.562 -2.279 4.314
H 0.631 0.752 6.168
H -0.621 1.626 5.265
H -0.566 -0.134 5.181
H 2.522 2.015 5.078
H 2.497 2.333 3.319
H 1.236 3.019 4.378
H -2.433 1.485 2.693
H -5.436 -1.534 3.231
H -1.350 -2.689 2.523
H 0.969 0.407 -0.212
H -0.576 2.114 0.135
H -1.748 1.468 -1.053
H -1.439 0.623 0.500
H 1.627 -1.781 -0.241
H 1.102 -4.190 -0.351
H -1.228 -4.923 -0.899
H -3.014 -3.204 -0.986
H -2.448 -0.808 -0.957
```

## Properties
calculated total energy = -5420.05611 Ha
E_LUMO = -1.040 eV
F_max = 0.0807 hartree/bohr
HOMO energy = -7.98 eV
Kohn-Sham gap = 6.940 eV

Results of the Mulliken charge analysis, in e, for atoms 1 through 4:
1 O -0.38
2 C 0.42
3 Co -0.12
4 C 0.24



Molecular formula: C26H32BN7O2Zn
Method: DFT, the ωB97M-V functional and the def2-TZVPD basis

```
69
C26H32BN7O2Zn, DFT the ωB97M-V functional and the def2-TZVPD basis
Zn 0.347 0.086 0.062
C -1.371 -2.375 4.296
C -0.865 -1.892 2.940
C -0.204 -3.034 2.160
C 0.102 -0.753 3.098
C 0.620 -0.173 4.265
C 1.492 0.806 3.825
N 1.486 0.800 2.488
N 0.644 -0.154 2.041
B 2.333 1.608 1.481
N 3.046 0.587 0.564
C 4.363 0.403 0.410
C 4.558 -0.601 -0.518
C 3.268 -0.999 -0.899
N 2.372 -0.272 -0.235
C 2.850 -2.044 -1.893
C 2.066 -1.401 -3.043
C 4.060 -2.809 -2.423
N 1.439 2.498 0.589
C 1.328 3.832 0.640
C 0.523 4.237 -0.401
C 0.171 3.060 -1.078
N 0.722 2.016 -0.457
C -0.644 2.989 -2.339
C -0.861 1.570 -2.853
C 0.039 3.823 -3.432
H -2.097 -3.177 4.162
H -0.543 -2.756 4.896
H -1.854 -1.564 4.844
H -1.717 -1.534 2.353
H 0.628 -3.448 2.733
H -0.922 -3.832 1.963
H 0.175 -2.677 1.202
H 0.388 -0.431 5.283
H 2.107 1.492 4.383
H 3.132 2.284 2.055
H 5.074 0.986 0.971
H 5.498 -0.988 -0.868
H 2.183 -2.748 -1.385
H 2.665 -0.626 -3.525
H 1.809 -2.154 -3.790
H 1.141 -0.956 -2.677
H 4.737 -2.135 -2.952
H 4.609 -3.287 -1.610
H 3.741 -3.582 -3.122
H 1.825 4.405 1.405
H 0.246 5.247 -0.650
H -1.615 3.444 -2.121
H 0.102 1.072 -2.985
H -1.470 0.976 -2.178
H -1.366 1.598 -3.819
H 0.972 3.343 -3.734
H -0.608 3.896 -4.307
H 0.271 4.830 -3.086
O -1.878 -2.588 -1.356
C -2.278 -1.596 -0.792
N -1.486 -0.590 -0.264
C -2.289 0.342 0.369
O -1.871 1.296 1.007
C -3.717 -0.034 0.166
C -4.889 0.591 0.532
C -6.086 -0.029 0.178
C -6.084 -1.238 -0.508
C -4.893 -1.862 -0.869
C -3.714 -1.232 -0.533
H -4.871 1.529 1.072
H -7.028 0.434 0.442
H -7.027 -1.703 -0.766
H -4.884 -2.803 -1.405
```

## Properties
calculated total energy = -3348.13034 Ha
E_LUMO = 0.320 eV
F_max = 0.0194 hartree/bohr
HOMO energy = -8.99 eV
Kohn-Sham gap = 9.310 eV

Results of the Mulliken charge analysis, in e, for atoms 1 through 4:
1 Zn -1.90
2 C -1.98
3 C 1.81
4 C -1.22



Molecular formula: C5H13N2O
Method: DFT, the ωB97M-V functional and the def2-TZVPD basis

```
21
C5H13N2O, DFT the ωB97M-V functional and the def2-TZVPD basis
O 2.933 0.853 -0.906
C 2.599 0.698 0.269
C 1.270 0.041 0.489
C 0.278 1.115 0.113
C -1.088 0.799 0.734
C -1.916 -0.469 0.309
N -1.716 -0.829 -1.108
N 1.260 -1.191 -0.367
H 3.276 0.918 1.091
H 1.079 -0.148 1.562
H 0.033 1.132 -0.944
H 0.629 2.128 0.460
H -0.919 0.732 1.818
H -1.732 1.603 0.594
H -2.990 -0.189 0.561
H -1.749 -1.341 1.010
H -2.495 -1.467 -1.473
H -1.703 0.022 -1.728
H 1.838 -1.985 -0.041
H -0.813 -1.388 -1.171
H 1.926 -1.036 -1.272
```

## Properties
calculated total energy = -382.77198 Ha
SMILES string = N[C@@H](C=O)CCC[NH3+]
E_LUMO = -3.450 eV
F_max = 0.0667 hartree/bohr
HOMO energy = -13.24 eV
charge = +1
Kohn-Sham gap = 9.787 eV

Results of the Mulliken charge analysis, in e, for atoms 1 through 4:
1 O -0.49
2 C -0.32
3 C 0.50
4 C -0.86



Molecular formula: C14H21LiN2OP
Method: DFT, the ωB97M-V functional and the def2-TZVPD basis

```
40
C14H21LiN2OP, DFT the ωB97M-V functional and the def2-TZVPD basis
Li 1.854 0.324 0.551
C 1.588 -1.652 3.669
P 2.735 -0.847 2.496
C 3.578 0.379 3.566
C 4.024 -2.129 2.304
H 2.119 -1.923 4.582
H 1.176 -2.555 3.220
H 0.763 -0.986 3.918
H 3.993 -0.107 4.450
H 2.876 1.150 3.884
H 4.388 0.861 3.018
H 4.376 -2.453 3.285
H 4.867 -1.733 1.738
H 3.626 -2.989 1.767
C -2.854 0.463 -3.270
N -1.678 1.152 -2.755
N -0.913 0.572 -1.759
C 0.335 1.159 -1.762
O 1.178 0.935 -0.859
C 0.370 2.017 -2.883
C -0.867 1.962 -3.472
C -1.352 2.610 -4.721
C -1.508 -0.038 -0.615
C -1.019 -1.263 -0.192
C -1.552 -1.853 0.946
C -2.585 -1.233 1.637
C -3.080 -0.012 1.193
C -2.533 0.598 0.073
H -3.323 -0.091 -2.463
H -2.592 -0.228 -4.072
H -3.562 1.201 -3.638
H 1.212 2.613 -3.192
H -0.559 3.210 -5.156
H -2.205 3.257 -4.515
H -1.663 1.866 -5.456
H -0.241 -1.755 -0.763
H -1.176 -2.813 1.277
H -3.013 -1.704 2.512
H -3.889 0.475 1.724
H -2.897 1.560 -0.267
```

## Properties
calculated total energy = -1079.57292 Ha
E_LUMO = -2.099 eV
F_max = 0.0099 hartree/bohr
HOMO energy = -11.71 eV
charge = +1
Kohn-Sham gap = 9.613 eV

Results of the Mulliken charge analysis, in e, for atoms 1 through 4:
1 Li 1.12
2 C -1.16
3 P 0.26
4 C -1.17



Question: Which formula does entry 3 have?
Answer: C6H13N4O